[1]
The following is a quantum chemistry calculation of a structure of composition C26H32N2O4 in a non-equilibrium geometry, from the Open Molecules 2025 dataset.

```
64
Properties=species:S:1:pos:R:3
C 5.32849 -0.92811 -2.03440
H 5.54951 -0.09505 -2.68706
H 5.84672 -1.83042 -2.12150
H 5.28941 -0.60159 -1.09391
C 3.80389 -1.31035 -2.68812
C 3.02890 -0.17918 -2.33656
C 3.36070 1.07613 -2.97343
C 2.25095 1.95874 -2.93892
C 1.17213 1.88425 -2.09674
C 0.94423 0.81933 -1.34806
C 1.84477 -0.49554 -1.38140
H 1.57644 -1.38297 -1.01645
H 0.04432 0.79216 -0.87438
C 0.27037 3.02629 -1.86576
C -0.77183 3.24562 -1.15260
C -1.61785 4.36753 -1.11404
O -1.79251 5.37206 -2.02947
C -2.56877 4.05786 -0.03982
C -4.00644 4.46074 0.44650
C -4.41363 3.91236 1.54624
C -3.94020 2.78986 2.03489
C -2.48322 2.28024 1.86141
C -2.05963 2.84700 0.73250
O -0.77748 2.48662 0.17622
C -2.13342 1.07665 2.49568
N -2.87304 0.13191 2.76266
C -2.91335 -0.47340 1.37363
C -1.73379 -1.51002 1.16986
N -1.13462 -2.26147 2.17312
C -0.06148 -2.98897 1.85803
C -0.37615 -4.13071 0.68532
O -0.08241 -3.41494 -0.68422
H -0.24260 -3.98618 -1.24601
H 0.36744 -4.80945 0.67687
H -1.32145 -4.33395 0.63152
H 0.72442 -2.54297 1.70563
H 0.05883 -3.69506 2.59559
C -0.90980 -1.47937 3.58481
C -2.33485 -0.83717 3.78457
H -2.07033 -0.36669 4.77020
H -3.10558 -1.36744 4.01761
H -0.59640 -2.30754 4.32783
H -0.12863 -0.84673 3.26220
H -1.77047 -1.85677 0.09785
H -0.82179 -0.79445 0.79829
H -3.32591 0.18660 0.70385
H -3.76653 -1.20334 1.61726
H -1.82660 1.89626 3.58056
H -1.08317 0.99720 2.10139
O -4.47768 2.16183 3.14044
H -4.21838 1.36438 3.34225
H -5.52176 4.22516 1.79455
H -4.52550 5.36342 -0.07896
H 0.37313 3.96047 -2.67260
H 2.50478 3.08767 -3.30967
H 4.10663 1.06494 -3.41159
C 3.50005 -2.60849 -1.72872
H 2.61284 -3.00646 -1.87151
H 3.53035 -2.43493 -0.49594
H 4.29337 -3.25091 -1.55686
C 3.75892 -1.77860 -4.04216
H 4.18212 -0.96208 -4.54117
H 4.43687 -2.68688 -4.15606
H 3.02665 -2.13510 -4.26124
```

Summary:
Maximum force ... 0.3739 Eh/bohr
Total energy ... -1419.5632 hartree

***

[2]
The following is a quantum chemistry calculation of a structure of composition C20H21ClN4O4PtSi, from the Open Molecules 2025 dataset.

```
52
Properties=species:S:1:pos:R:3
Pt -0.45926 -0.52809 1.19705
O 4.04659 -2.85550 3.95204
C 4.41198 -2.60634 2.70927
O 5.50408 -2.88434 2.28691
C 3.37470 -2.02020 1.80067
C 3.55539 -1.73906 0.45870
Cl 4.88707 -2.07289 -0.52745
N 2.41863 -1.18025 -0.03475
N 1.49784 -1.11952 0.94967
C 2.04409 -1.63789 2.03833
C 1.10202 -1.85861 3.18644
O 1.50832 -2.31834 4.24686
O -0.12338 -1.63824 2.88790
C 2.05757 -1.00689 -1.40987
C 2.89807 -0.31237 -2.26657
C 2.56063 -0.21292 -3.60639
C 1.38867 -0.78880 -4.07733
C 0.54845 -1.46369 -3.20441
C 0.88229 -1.58404 -1.86429
H 3.10063 -2.59626 4.14908
H 3.79559 0.15623 -1.89029
H 3.21333 0.32542 -4.28025
H 1.12694 -0.70416 -5.12372
H -0.37024 -1.90770 -3.56356
H 0.23970 -2.12190 -1.18085
C -3.32417 -1.29603 3.24714
C -3.48588 -0.39270 2.06706
C -4.70605 0.12508 1.66937
C -4.77281 0.91847 0.52367
C -3.64868 1.21197 -0.21820
C -2.42977 0.69221 0.23467
N -2.40217 -0.08438 1.34844
N -1.16038 0.78241 -0.22907
Si -0.58071 2.21118 -1.05298
C -1.39016 3.72901 -0.30610
C 1.25482 2.38702 -0.77339
C -0.94258 2.13431 -2.88609
H -3.45588 -2.33532 2.93852
H -4.07605 -1.07192 4.00178
H -2.32970 -1.20663 3.67717
H -5.59184 -0.09694 2.24627
H -5.73230 1.30691 0.20511
H -3.69806 1.80215 -1.12103
H -1.11197 3.81216 0.74752
H -2.47769 3.73738 -0.36441
H -1.02409 4.62360 -0.81675
H 1.53897 2.12585 0.24838
H 1.53493 3.43022 -0.94114
H 1.83192 1.77677 -1.46447
H -2.01137 2.05591 -3.09677
H -0.44920 1.26772 -3.32875
H -0.56885 3.02995 -3.38912
```

Summary:
Maximum force ... 0.0096 Eh/bohr
Total energy ... -2163.8539 hartree